A 10-piece molecular cluster, C96H213N3O7P4 overall. Source: the OMol25 dataset; level of theory: the ωB97M-V functional and the def2-TZVPD basis.

```
323
Properties=species:S:1:pos:R:3:mulliken_charge:R:1
P -7.1734 2.2765 -3.1729 0.92
P 0.9388 2.2559 6.6237 0.95
P 1.7361 6.5176 1.1489 1.31
P -2.5450 -8.7826 -3.9751 1.04
O 1.4245 2.7907 2.0425 0.05
O 4.1938 -3.0308 0.1930 -0.48
O 4.0052 -1.8852 -1.7203 -0.43
O -1.3044 -2.5174 3.0556 -0.12
O 1.0830 0.1136 -3.0951 0.25
O 2.0814 1.3458 3.6170 -0.65
O -1.1321 0.4361 -2.9692 -0.64
N -0.2171 -0.8190 0.6159 1.40
N 6.3729 -3.0716 3.6432 0.58
N 5.2147 -0.8348 -4.5900 1.17
C 1.2553 5.2738 -0.0418 0.47
C 0.6583 7.2783 3.6646 -0.20
C 0.4318 8.5627 -0.4634 -0.35
C 3.9265 -3.9892 3.6550 0.55
C -2.2840 -7.3749 -5.1371 -1.29
C 5.7117 -1.1119 -7.0259 -0.66
C -1.0636 4.3566 9.6011 -0.67
C 0.1167 -2.4251 -1.3566 0.17
C -0.2339 10.7325 0.6685 -1.10
C -2.1140 2.2440 3.7029 0.61
C 7.1158 0.3348 -1.3167 -1.41
C -1.7417 -11.0011 -5.4154 -0.70
C -1.0354 -5.2188 -5.6619 -0.52
C -9.3852 0.6222 1.4308 -1.35
C -1.6774 2.2695 5.1608 -0.72
C 2.3506 2.1179 2.6198 0.55
C -6.4911 4.6183 -6.4783 -0.72
C -7.6842 -1.4471 -5.0396 -0.47
C -1.5264 -10.2326 -4.1224 -0.87
C -4.8500 2.8861 -1.8430 -1.25
C 2.5871 3.1424 6.3025 -0.99
C 3.8430 2.2952 2.1725 0.04
C 3.7723 -0.4095 -4.8831 -1.47
C -2.2731 -8.0916 -2.3340 -1.29
C -6.1117 3.5518 -5.4369 0.02
C 6.4494 5.3144 0.9396 -0.70
C -0.5591 7.8102 5.8357 -1.71
C 5.2107 -3.7135 4.4112 -0.81
C 5.3657 -2.2724 -4.3644 0.36
C 4.7883 -4.2224 -1.7787 -1.71
C 5.5862 0.0391 -3.3284 -0.13
C 4.2716 6.5968 5.6830 -0.89
C -0.0144 -0.3483 6.9067 0.59
C 7.0633 -0.1204 -2.7723 -0.34
C 2.5146 2.9352 -1.6439 0.38
C 1.7309 5.3662 -1.5398 -0.45
C 0.2541 10.0776 -0.6355 -0.77
C 7.0832 -3.9989 2.8171 -0.84
C -4.2590 -9.3174 -4.1814 -1.09
C -1.5095 -0.4638 -0.0164 -1.43
C 1.5220 8.1864 0.5417 -1.49
C 3.4961 6.3382 1.6234 0.57
C 6.1492 -0.4132 -5.7443 -0.56
C -1.5653 5.7976 9.5126 -1.28
C -7.8327 4.4592 -7.2095 -1.13
C -1.0740 -6.4279 -4.8483 -0.47
C -4.3086 -5.6470 -0.1444 -1.25
C -2.3384 -3.1786 3.6836 -0.85
C 1.6774 3.9896 -2.2313 -0.88
C -0.2175 2.6064 5.2700 1.16
C 7.8420 -0.4215 3.1804 -1.08
C 0.3433 2.5660 8.2821 -0.63
C -7.9399 0.8199 -4.0743 -1.30
C -1.7928 -13.1855 -6.7035 -1.33
C 1.3223 -2.3421 7.8456 -1.59
C 2.6784 4.6561 6.2637 0.30
C 4.8535 -2.9877 -5.6023 -0.73
C -5.2459 -8.3426 -4.7970 -0.61
C -0.0511 0.4626 -3.6247 0.07
C -6.9656 -0.1546 -4.7765 -0.54
C 4.1838 -2.9528 -1.0443 0.08
C 0.3025 -1.7921 6.8026 -0.26
C 5.6504 -2.6522 -6.8747 -0.83
C -3.2899 -6.9728 -2.0413 -0.52
C -0.1870 -0.6873 2.0821 1.30
C -2.6673 3.3890 -0.6266 -1.17
C -1.4604 -12.4968 -5.3639 -0.55
C 1.2546 0.4723 6.6342 -1.26
C -3.4955 2.3971 -1.4112 0.21
C 0.6516 6.2281 2.5604 -0.55
C 0.1656 -2.2330 0.1962 -0.50
C -9.2341 1.8460 0.4408 -0.49
C -0.3973 6.8740 4.6621 0.50
C 2.7601 -4.4074 4.5421 -1.55
C 5.7972 -1.9900 2.7742 -0.90
C 0.0269 -4.2627 -5.2531 -0.78
C -8.1839 2.6375 -1.7593 -1.43
C -3.6586 2.1485 3.5881 -1.82
C 4.1074 5.0435 5.7319 0.20
C 4.5632 7.1557 0.8592 -0.47
C -6.6837 -2.4446 -5.6538 -1.45
C -1.4251 -1.1527 2.8653 -0.83
C 0.0212 4.1000 8.5828 -0.19
C 6.9595 -1.1182 2.1148 0.39
C 2.3069 -0.0860 0.5011 -0.17
C -7.2343 3.6791 -4.3605 -0.86
C -7.2994 -9.7555 -4.4614 -1.09
C -0.0355 0.7240 -5.0904 -1.27
C -8.1181 1.5860 -0.5954 -0.37
C 6.0347 6.7414 1.3767 -0.65
C 0.8484 0.1481 0.1028 0.69
C -6.5106 -8.8947 -5.4377 -0.69
C -3.0219 -6.1562 -0.7436 -0.13
C -5.5682 1.7684 -2.6090 -1.07
C 8.3920 -1.4868 4.1162 -0.81
C 7.1946 -2.3222 4.6803 -0.70
H 0.1482 5.2321 -0.0205 0.53
H -0.5402 8.1905 -0.0684 0.34
H 1.9724 4.0907 -3.2767 0.51
H 4.7430 -2.4664 -3.5308 -1.02
H -7.9216 5.0843 -8.1074 0.36
H -7.8072 3.5580 -1.3376 0.67
H 2.4313 8.4505 0.0179 0.61
H 1.1798 -2.4052 0.5269 0.25
H -10.1796 0.7354 2.1304 0.43
H -8.6626 4.7670 -6.5191 0.30
H 4.1321 -4.6611 2.8631 0.35
H -1.1247 -12.7869 -7.4584 0.34
H -4.2738 -7.4263 -1.8431 0.33
H 2.1497 2.4083 -0.7296 -0.70
H 0.9616 4.6633 8.7983 0.39
H -0.3832 6.2101 2.2235 0.89
H 0.6016 8.1073 -1.4419 0.06
H 2.9953 -5.2080 5.2212 0.43
H -5.7541 0.9651 -1.8899 0.54
H -4.9469 1.4896 -3.4640 0.90
H 3.5153 3.2519 -1.2015 0.19
H -7.1199 4.7149 -3.9293 0.55
H -1.9997 6.1699 10.4615 0.41
H -0.6555 2.1053 8.3801 0.43
H 6.3203 -0.4073 1.5526 -0.39
H 5.1462 -2.4023 2.0537 0.19
H -9.6375 -0.2471 0.8282 0.36
H 7.5604 -2.9997 5.4548 0.57
H -4.6783 -9.6588 -3.1824 0.57
H -6.0898 2.6001 -5.9549 0.08
H -1.2138 10.3633 0.9346 0.30
H 7.2859 4.9171 1.5200 0.43
H 2.3204 -1.9570 7.7595 0.27
H -2.2896 -8.7592 -1.4969 0.70
H 0.8229 0.0716 -0.9932 -0.41
H 4.4559 8.2327 1.0346 0.51
H -6.5383 5.5324 -5.9157 0.39
H -3.3334 -2.8410 3.4556 0.37
H 4.6128 6.8348 -0.1978 0.19
H -1.9948 1.3010 5.5892 0.44
H 3.1067 -0.5984 -4.0470 0.24
H -2.2586 -1.1523 0.3471 0.71
H 6.8268 5.2434 -0.1031 0.33
H -2.8118 -10.8971 -5.7261 0.36
H -2.9229 3.4915 0.4183 0.24
H 4.1864 4.6367 4.6763 -0.42
H -8.2326 3.5488 -4.8251 0.43
H -8.6540 1.2416 -4.7846 0.64
H 3.2601 2.6563 6.9953 0.95
H 9.2395 -2.0356 3.6554 0.33
H -3.9746 2.0364 2.5404 0.35
H -5.6034 -7.6547 -4.0414 0.24
H 2.9032 0.8161 0.1925 -0.16
H 1.0151 -4.8552 -5.1736 0.26
H 0.5630 -1.5501 -1.8793 -1.11
H -0.8302 -5.6119 -6.6381 0.31
H -4.0720 -4.7952 0.5306 0.27
H 3.4427 6.5181 2.6412 0.27
H 4.8828 4.5725 6.3643 0.60
H 0.4045 8.2596 3.2175 0.77
H -1.2610 -7.6435 -2.4064 0.41
H -8.9384 2.7589 0.9924 0.30
H 5.1358 -1.4011 3.3886 0.32
H 6.3603 -2.4895 -4.0740 0.97
H 5.6283 4.5966 0.9789 -0.10
H -2.1656 6.0752 8.6507 0.29
H 4.7791 -0.6969 -7.4564 0.30
H 7.1684 -0.7741 -5.4676 0.38
H -1.8128 3.6236 9.4714 0.45
H 6.6389 -3.0129 -6.7193 0.34
H -1.6057 3.1793 -0.5679 0.12
H 4.8970 -0.2934 -2.5487 -0.70
H 0.3213 8.0018 6.4578 0.27
H 6.7953 7.4451 1.0607 0.44
H 7.4925 -4.7933 3.4566 0.28
H -3.4429 -6.2585 -2.8277 0.46
H 1.6594 7.3467 4.1725 -0.08
H 1.5025 0.1952 5.6330 0.07
H 8.1461 0.2231 -1.0292 0.50
H 3.7790 0.6799 -4.9964 0.44
H -0.7973 8.7898 5.4440 0.46
H -2.3849 -0.9279 2.3737 0.48
H 2.0439 0.2810 7.3051 1.09
H -2.2005 -3.0889 4.7636 0.13
H -0.0991 -6.9578 -4.9490 0.37
H 4.9545 -3.0646 5.2309 0.33
H 5.1446 -4.7801 -0.9303 0.38
H -4.2550 -10.2877 -4.7018 0.79
H -2.0790 -4.8636 -5.7419 0.37
H 7.2099 -1.2129 -2.8247 0.19
H 5.9769 6.8121 2.4978 0.17
H 2.5366 -3.5810 5.2227 0.13
H -5.6466 4.5810 -7.1730 0.42
H -0.5179 -2.4906 6.7921 0.55
H -1.8418 -10.7888 -3.2474 0.55
H -3.1120 -6.7548 -4.8443 0.43
H 0.9100 -2.0856 8.8488 0.45
H -8.1108 -1.8706 -4.1970 0.47
H 2.6984 -0.9456 -0.0510 -0.58
H -1.1280 -6.1461 -3.7728 -0.03
H 8.6104 0.2058 2.7871 0.47
H -0.0323 3.6816 5.0538 -0.71
H 0.7037 3.5286 -2.1878 0.25
H -8.0620 3.4052 -7.3992 0.29
H -3.0043 2.0965 -2.3282 0.06
H 2.7549 2.7137 5.2828 -0.21
H 1.8231 -4.6855 4.0696 0.48
H -4.1419 3.0163 3.9968 0.49
H 4.6048 6.7833 4.6272 -0.07
H -10.1760 2.0600 -0.0915 0.35
H -2.3173 -4.2634 3.5852 0.28
H -0.2942 4.6032 7.6648 -0.08
H -0.4290 10.3628 -1.4170 0.41
H -2.3615 -7.5420 -6.2190 0.75
H -1.1599 -10.5122 -6.2178 0.42
H -2.8076 -13.1270 -7.0161 0.38
H 0.7345 1.4644 -5.3928 0.23
H -4.0722 1.2627 4.1067 0.34
H 6.2067 0.7170 -5.7855 0.39
H 2.7547 2.0864 -2.3369 -0.25
H 0.2825 2.1249 4.4396 -0.64
H 8.7505 -1.1134 5.0873 0.45
H -6.6888 -10.5638 -4.0275 0.29
H -4.7815 -7.7027 -5.5717 0.28
H -8.2357 0.5496 -0.8600 0.49
H -1.3599 -0.4371 -1.1096 0.17
H 0.7471 -3.3542 -1.4526 0.57
H -3.5685 1.4126 -0.8855 0.02
H 2.7691 5.7015 -1.4283 0.19
H -4.8420 -6.4351 0.4336 0.34
H -9.2120 2.9235 -2.0652 0.61
H -6.5874 0.3057 -5.6729 0.20
H 1.2712 -3.4633 7.8190 0.42
H -1.7428 3.0771 3.1392 0.26
H -4.7034 3.6974 -2.5131 0.36
H -1.6044 1.4254 3.2325 -0.60
H 0.9882 5.2750 2.9511 -0.67
H 6.6047 -1.5904 5.1900 0.35
H 6.4270 -0.2479 -0.7311 0.00
H -2.4646 -6.8481 -0.0905 0.40
H -1.3534 6.8748 4.1158 0.51
H 4.1550 -4.6177 -2.5052 0.40
H 3.3216 7.0857 5.9249 0.26
H 5.2094 -3.0657 -7.7971 0.35
H 1.2119 6.0648 -2.1594 0.30
H -1.2902 7.3665 6.5019 0.39
H -0.8479 -2.5700 -1.7904 0.40
H -4.9013 -5.2531 -0.9285 0.39
H 5.3154 1.0761 -3.4301 0.90
H -0.5972 -0.0312 7.7579 0.50
H -1.9067 0.5221 0.1465 0.28
H 7.5747 -1.6457 1.4255 0.60
H 3.6688 -2.9931 3.2383 -0.14
H -0.5063 -2.8885 0.7192 0.66
H -5.8209 -2.4524 -5.0226 0.38
H 4.2504 1.3138 1.9619 -0.27
H 0.1864 -3.4742 -6.0169 0.40
H -8.1816 -10.2846 -4.8797 0.36
H -2.3503 -5.3579 -1.0399 -0.05
H 5.6241 -3.9342 -2.3739 0.47
H -0.1180 0.3716 2.2701 -0.58
H 5.6097 -4.6340 4.8298 0.41
H 1.2611 10.4173 -0.9032 0.33
H 7.1303 0.1770 3.6779 0.35
H 3.3102 -0.6471 -5.8195 0.48
H 1.5682 4.3236 0.4694 -1.00
H -7.6520 -9.1529 -3.5473 0.27
H -6.2156 -9.5191 -6.2753 0.33
H 3.6605 5.2330 1.5921 -0.87
H 6.9290 1.3693 -1.2369 0.51
H -0.7308 -0.1202 6.0864 -0.91
H -2.8205 4.4473 -0.8822 0.56
H 5.1541 6.9332 6.2393 0.38
H 1.9868 5.0565 5.5418 -0.24
H -0.3419 5.8580 5.0756 -0.65
H -7.1279 -3.4008 -5.8570 0.44
H 1.0479 2.0549 9.0312 0.43
H -2.0475 -12.8953 -4.5116 0.34
H -6.3899 -2.0410 -6.6135 0.33
H -8.5117 -1.2014 -5.7608 0.29
H -0.2650 11.8305 0.5896 0.39
H -0.7424 4.1496 10.6130 0.40
H 0.4032 10.4873 1.5244 0.27
H 0.7495 -2.0151 5.8548 -0.19
H 7.8682 -3.4915 2.3019 0.47
H -7.1428 1.7304 -0.1345 0.03
H 6.5702 -0.9194 -7.6741 0.43
H -5.5076 3.2492 -1.0229 0.36
H -0.0863 -3.8396 -4.2341 -0.04
H -5.1834 3.8351 -4.9752 0.24
H 0.7714 -1.1337 2.3525 0.01
H 5.0484 -4.0615 -5.4151 0.52
H -1.5510 -14.2621 -6.6444 0.38
H -1.4527 -0.6150 3.8306 -0.02
H 1.5005 8.8130 1.4302 0.62
H 0.2217 -0.2396 -5.5274 0.15
H 3.7677 -2.8196 -5.7680 0.17
H -0.7043 6.4476 9.5414 0.34
H -0.9943 1.0380 -5.4572 0.33
H -2.3313 3.0082 5.6848 0.54
H -8.5159 0.3908 2.0025 0.32
H -0.4212 -12.7224 -5.2005 0.31
H 0.4284 1.1505 0.4067 -0.02
H -8.5471 0.3298 -3.3299 0.59
H 2.5306 -0.1753 1.5431 -0.05
H -6.1046 -0.3469 -4.1504 0.35
H 4.3557 2.7193 3.0405 0.43
H 3.9316 2.8807 1.2413 -0.86
H 2.5209 5.1034 7.2665 0.27
H 6.3499 -4.3912 2.1339 0.30
H -0.4630 -9.9447 -3.9128 0.55
H -6.9854 -7.9747 -5.8451 0.37
H 7.8170 0.4416 -3.3157 0.43
```

Output
DFT total energy (eV): -158934.46796
Charge: +4
Orbital gap (eV): 7.9
HOMO (eV): -13.692